18
Properties=species:S:1:pos:R:3:forces:R:3 method="wB97M-V/def2-TZVPD" orbital_gap_ev=11.2 de_lowest_kcal_mol=34.5 e_lumo_ha=0.002 e_tot_ha=-458.6174 smiles=O.O.O.O.O.O charge=0
O 1.931 0.707 -3.211 0.5 -0.2 -0.2
H 1.910 1.530 -3.699 0.0 0.1 -0.2
H 1.136 0.723 -2.679 -0.3 -0.1 0.0
O -2.637 -2.926 0.249 -0.1 0.3 -0.1
H -1.822 -3.064 -0.232 0.2 -0.1 -0.1
H -2.785 -3.751 0.712 -0.1 -0.2 0.2
O -0.045 1.779 -1.709 -0.2 0.2 0.2
H -0.832 2.323 -1.720 -0.4 0.1 -0.1
H 0.673 2.397 -1.572 0.4 0.2 0.1
O -0.271 -0.206 0.153 0.1 -0.6 0.7
H -0.930 -0.544 -0.453 -0.2 -0.1 0.0
H -0.041 0.655 -0.199 0.1 0.3 -0.3
O 2.555 -0.163 1.139 0.4 0.1 0.0
H 1.701 -0.589 1.066 -0.4 -0.1 -0.2
H 2.435 0.500 1.818 0.0 0.1 0.2
O -1.366 0.314 3.488 -0.2 0.1 0.1
H -0.641 0.475 4.092 0.1 0.0 0.2
H -0.969 -0.159 2.757 0.0 -0.2 -0.4